This record from the OMol25 dataset describes a structure of composition C6H18AlO3S3 in a non-equilibrium geometry. The level of theory is ωB97M-V/def2-TZVPD.

## Properties
⟨S²⟩: 0.7575
Spin multiplicity: 2
Highest occupied orbital energy (alpha / beta) in Ha: -0.5402 / -0.5387
Net charge: +2
Gap between HOMO and LUMO (alpha / beta) in eV: 7.99 / 3.29
E_tot in Ha: -1901.35422

CARTESIAN COORDINATES (ANGSTROEM)
Al1 -0.334972 -1.184745 -1.617745
C1 -2.555302 -2.193465 2.081255
S1 -3.769062 -2.118655 0.665335
O1 -3.005252 -1.522695 -0.488645
C2 -3.830852 -3.877815 0.320365
H1 -2.483662 -1.171535 2.453585
H2 -1.510572 -2.498165 2.019645
H3 -3.029392 -2.777345 2.870185
H4 -2.978962 -4.344775 0.814675
H5 -3.657142 -4.007095 -0.747905
H6 -4.731092 -4.356415 0.705885
C3 1.413898 2.711835 -4.536185
S2 0.306398 2.859685 -2.998235
O2 0.029898 1.509725 -2.327715
C4 1.568278 3.693515 -2.035145
H7 1.582918 3.593265 -5.154735
H8 1.066588 1.930545 -5.212245
H9 2.375838 2.421635 -4.113605
H10 1.032818 4.237345 -1.256925
H11 2.102008 4.455375 -2.603315
H12 2.363488 3.095785 -1.589655
C5 1.230998 1.222215 2.100505
S3 0.917118 -0.546805 2.558835
O3 0.513348 -1.189395 1.225535
C6 2.667308 -1.157785 2.730725
H13 1.976228 1.715465 2.724555
H14 0.342448 1.773115 2.408865
H15 1.385798 1.466435 1.049565
H16 3.180538 -0.644435 3.543855
H17 3.019458 -0.858535 1.743545
H18 2.810898 -2.236295 2.665155

Atoms 1-2, force components in eV/Å:
0.4 1.0 0.3
-0.9 1.5 1.3

Results of the Löwdin charge analysis, in e, for atoms 1 through 4: atom 1 (Al): 1.12, atom 2 (C): -0.17, atom 3 (S): 1.12, atom 4 (O): -0.44